--- w ---
The following is a quantum chemistry calculation of 2 unconnected molecules or ions with the total composition C3H5IN3, from OMol25.

ORCA input file:
```
! wB97M-V def2-TZVPD RIJCOSX def2/J DEFGRID3
* xyz 1 1
C 0.39555 -1.19354 0.79267
C -0.47867 -1.48389 -1.16760
C 0.36641 1.37837 0.96538
N 0.01748 -2.12797 -0.10296
N 0.12945 0.02222 0.37149
N -0.52210 -0.16820 -0.85296
I -1.03183 2.10152 -2.80618
H 0.88708 -1.42680 1.64954
H -1.04296 -2.00666 -2.00819
H -0.63637 1.80098 1.06444
H 0.94991 1.06374 1.87144
H 0.96605 2.04024 0.22293
*
```

## Properties
Frontier orbital gap (spin up / spin down) (eV): 5.5 / 6.9
Molar mass (g mol⁻¹): 210.00

Atom charges from the Löwdin analysis, given in e for atoms 1 to 6: -0.0810, -0.1392, 0.0296, 0.1314, -0.1261, 0.0370



--- x ---
The following is a quantum chemistry calculation of a gas-phase ion, C3H5IN3 (charge +1), from OMol25.

ORCA input file:
```
! wB97M-V def2-TZVPD RIJCOSX def2/J DEFGRID3
* xyz 1 1
C 0.95373 1.18336 0.40070
C 0.49181 -1.14712 0.14510
C -1.22572 0.49356 -0.32523
N -0.22035 1.52370 0.09168
N 1.36162 -0.16555 0.38768
N -0.75019 -0.87550 -0.14608
I -1.56785 0.83343 -2.46233
H 1.62173 1.82035 1.00920
H 0.77314 -2.27008 0.26917
H -2.19135 0.52744 0.29803
H 2.31918 -0.47349 0.52520
H -1.56574 -1.45010 -0.19311
*
```

## Properties
SMILES: I[C@@H]1N=CNC=[NH+]1
Frontier orbital gap (eV): 8.8
Molar mass (g mol⁻¹): 210.00

Atom charges from the Löwdin analysis, given in e for atoms 1 to 6: -0.1379, -0.0495, -0.6924, 0.0494, 0.1141, 0.0362



Top of the stability list: x, leading by 309.5 kJ/mol.



--- w ---
The following is a quantum chemistry calculation of C5H4O in the gas phase, from OMol25.

ORCA input file:
```
! wB97M-V def2-TZVPD RIJCOSX def2/J DEFGRID3
* xyz 0 1
C -0.18039 -0.41528 -1.51253
C 0.50795 0.20730 0.71174
C 0.28095 1.50357 0.93545
C -0.44424 -0.61554 -0.16311
C -0.69831 -1.81262 -0.71404
O -0.05634 0.20724 -2.51449
H 1.09523 -0.38432 1.40958
H 0.58467 1.97818 1.86069
H -0.27244 2.10160 0.22694
H -0.81708 -2.77013 -0.24023
*
```

## Properties
SMILES: C=Cc1cc1=O
Frontier orbital gap (eV): 8.9
Molar mass (g mol⁻¹): 80.09

Atom charges from the Löwdin analysis, given in e for atoms 1 to 6: -0.3008, -0.1106, 0.0320, -0.1866, 0.1492, 0.1321



--- x ---
The following is a quantum chemistry calculation of C5H4O in the gas phase, from OMol25.

ORCA input file:
```
! wB97M-V def2-TZVPD RIJCOSX def2/J DEFGRID3
* xyz 0 1
O 1.19909 0.89452 -2.42114
C 0.89843 1.32184 -1.16261
C 0.34667 0.58453 -0.23010
C 0.16352 -0.28360 0.74007
C -1.05421 -0.82282 1.27184
C -1.96448 -1.40580 1.80614
H 0.95430 -0.03950 -2.48650
H 1.15775 2.36579 -1.01275
H 1.06196 -0.68438 1.21218
H -2.76303 -1.93056 2.28289
*
```

## Properties
SMILES: C#CC=C=CO
Frontier orbital gap (eV): 9.8
Molar mass (g mol⁻¹): 80.09

Atom charges from the Löwdin analysis, given in e for atoms 1 to 6: 0.0073, -0.2002, -0.0050, -0.1405, -0.1439, 0.1121



Top of the stability list: x, leading by 112.0 kJ/mol.



--- w ---
The following is a quantum chemistry calculation of C4H8S in the gas phase, from OMol25.

ORCA input file:
```
! wB97M-V def2-TZVPD RIJCOSX def2/J DEFGRID3
* xyz 0 1
C 1.21610 -0.66867 1.39819
C -0.67123 0.07784 -0.52672
C -0.56302 -1.20906 -1.18914
C -1.72922 0.84750 -0.43521
H 1.98649 -0.34069 2.12892
H 0.36212 -1.11745 1.86935
H 1.76628 -1.43122 0.81492
H 0.32305 -1.29768 -1.82320
H -1.38421 -1.49333 -1.86839
H -0.43886 -2.04858 -0.48417
H -2.67807 0.62039 -0.91120
H -1.65628 1.86359 0.01150
S 0.76273 0.68496 0.29872
*
```

## Properties
SMILES: C=C(C)SC
Frontier orbital gap (eV): 9.3
Molar mass (g mol⁻¹): 88.18

Atom charges from the Löwdin analysis, given in e for atoms 1 to 6: -0.4162, -0.7312, -0.1409, -0.0412, 0.0432, 0.0314



--- x ---
The following is a quantum chemistry calculation of 2 unconnected molecules or ions with the total composition C4H8S, from OMol25.

ORCA input file:
```
! wB97M-V def2-TZVPD RIJCOSX def2/J DEFGRID3
* xyz 0 1
C 0.41514 -0.38310 1.19236
C -0.50301 0.79754 1.37397
C -0.74154 -0.14158 0.15396
C -0.46527 0.34505 -1.13863
S 1.58999 -1.69598 -2.24098
H 1.37406 -0.10512 0.79781
H 0.34091 -1.33305 1.86748
H -1.22694 0.64377 2.13949
H -0.37461 1.89854 1.04984
H -1.44717 -0.85454 0.36980
H 0.30287 1.14752 -1.14243
H -0.95571 0.01895 -1.92685
H 1.69128 -0.33800 -2.49582
*
```

## Properties
Frontier orbital gap (spin up / spin down) (eV): 5.9 / 5.9
Molar mass (g mol⁻¹): 88.17

Atom charges from the Löwdin analysis, given in e for atoms 1 to 6: -0.0767, -0.1017, -0.3323, 0.1294, 0.0639, 0.0832



Top of the stability list: w, leading by 381.8 kJ/mol.



--- w ---
The following is a quantum chemistry calculation of 2 unconnected molecules or ions with the total composition C6H14N2, from OMol25.

ORCA input file:
```
! wB97M-V def2-TZVPD RIJCOSX def2/J DEFGRID3
* xyz 0 1
C 0.06709 -1.22319 -0.32579
C -0.71561 -1.24912 0.77712
C 1.41125 -0.60682 -0.39539
C -0.06541 1.54566 -1.48996
C -2.19194 1.01512 -0.64550
C 2.32909 -0.66447 0.80884
N -1.06753 0.71704 -1.48249
N -0.71263 -0.33641 1.79983
H -0.17983 -1.92043 -1.11024
H -1.54770 -1.94140 0.82679
H 1.93401 -0.94306 -1.28984
H -1.09760 -0.62955 2.68275
H 0.04732 0.32379 1.82578
H -1.95544 1.62409 0.24145
H 1.14458 0.59518 -0.70082
H 0.53258 1.57608 -2.39574
H -0.09171 2.48656 -0.92584
H -2.66295 0.08345 -0.33350
H -2.92508 1.58205 -1.22912
H 3.32519 -0.30894 0.54721
H 2.43063 -1.68816 1.17890
H 1.99168 -0.03746 1.63555
*
```

## Properties
SMILES: CC/C=C\N.C=NC
Frontier orbital gap (eV): 8.7
Molar mass (g mol⁻¹): 114.19

Atom charges from the Löwdin analysis, given in e for atoms 1 to 6: -0.1776, -0.2353, -0.2721, -0.1429, -0.1778, -0.1165



--- x ---
The following is a quantum chemistry calculation of 2 unconnected molecules or ions with the total composition C6H14N2, from OMol25.

ORCA input file:
```
! wB97M-V def2-TZVPD RIJCOSX def2/J DEFGRID3
* xyz 0 1
C 2.13307 2.39667 0.25245
C 2.64904 1.09796 -0.38988
C 2.52130 -0.08535 0.53514
C 1.58111 -1.01482 0.37526
H 2.35867 2.42297 1.31857
H 2.50690 3.30458 -0.22000
H 1.04239 2.41697 0.17562
H 3.71331 1.26007 -0.59876
H 2.15321 0.90478 -1.34139
H 3.29172 -0.09344 1.30139
H 1.25487 -1.71800 1.12851
H 0.87348 -0.82075 -0.42239
C -1.83018 0.64540 0.44462
N -3.17073 -1.17932 -1.21787
C -2.14812 -1.54786 -0.27983
N -1.51067 -0.78747 0.49049
H -1.06001 1.18959 -0.09827
H -1.81813 0.98557 1.48125
H -2.81608 0.81638 0.01613
H -2.92483 -1.47421 -2.15412
H -4.00356 -1.70483 -0.96562
H -1.88640 -2.61313 -0.31280
*
```

## Properties
SMILES: C/N=C\N.C=CCC
Frontier orbital gap (eV): 10.1
Molar mass (g mol⁻¹): 114.19

Atom charges from the Löwdin analysis, given in e for atoms 1 to 6: -0.1071, -0.2786, -0.2003, -0.0165, 0.0700, 0.0655



Top of the stability list: x, leading by 104.6 kJ/mol.



--- w ---
The following is a quantum chemistry calculation of C6H14N2 in the gas phase, from OMol25.

ORCA input file:
```
! wB97M-V def2-TZVPD RIJCOSX def2/J DEFGRID3
* xyz 0 1
C 0.78638 2.20718 -0.12518
N 0.97854 0.89866 0.50224
C 0.28790 -0.25333 -0.14703
C -0.79262 -0.73726 0.83340
C -1.84813 0.33575 1.05890
C -3.08083 0.27437 0.59027
C 1.28171 -1.37990 -0.44345
N 1.76684 -1.38899 -1.81644
H 1.58908 2.47598 -0.82317
H -0.15457 2.19799 -0.67546
H 0.81687 2.97633 0.64603
H 1.97099 0.70082 0.56986
H -0.16882 0.12807 -1.05610
H -1.28480 -1.64552 0.50862
H -0.27775 -0.82938 1.78396
H -1.45926 1.14366 1.66974
H -3.85513 1.00619 0.79315
H -3.36809 -0.55540 -0.04649
H 0.81776 -2.32395 -0.18410
H 2.07734 -1.36141 0.32808
H 2.56890 -0.78161 -1.91938
H 2.05547 -2.31181 -2.11550
*
```

## Properties
SMILES: C=CC[C@H](CN)NC
Frontier orbital gap (eV): 9.5
Molar mass (g mol⁻¹): 114.19

Atom charges from the Löwdin analysis, given in e for atoms 1 to 6: -0.1267, -0.0938, -0.3537, -0.1749, -0.1905, -0.0069



--- x ---
The following is a quantum chemistry calculation of C6H14N2 in the gas phase, from OMol25.

ORCA input file:
```
! wB97M-V def2-TZVPD RIJCOSX def2/J DEFGRID3
* xyz 0 1
C 1.24045 1.21286 -0.05405
N 0.32697 0.58942 -0.97512
C 0.49370 0.21293 -2.35321
N 0.01758 -1.15772 -2.64184
C 0.75992 1.08705 1.39688
C 0.01067 -0.16356 1.84176
C -1.41445 -0.26423 1.41802
C -2.06441 -1.39505 1.16746
H 1.53779 2.25706 -0.31809
H 2.19510 0.70252 -0.15850
H -0.62905 0.51220 -0.69321
H 1.56819 0.29279 -2.50676
H -0.04057 0.81956 -3.09851
H 0.76625 -1.84582 -2.59642
H -0.59711 -1.47357 -1.89447
H 1.70386 1.24036 1.94136
H 0.07111 1.88620 1.63868
H 0.59195 -1.04813 1.49968
H 0.00374 -0.28992 2.93656
H -1.93383 0.68758 1.29973
H -1.48784 -2.31521 1.15029
H -3.12002 -1.54731 0.99977
*
```

## Properties
SMILES: C=CCCCNCN
Frontier orbital gap (eV): 9.3
Molar mass (g mol⁻¹): 114.19

Atom charges from the Löwdin analysis, given in e for atoms 1 to 6: -0.2408, -0.0783, -0.3008, -0.0071, -0.1971, -0.2272



Top of the stability list: w, leading by 28.6 kJ/mol.



--- w ---
The following is a quantum chemistry calculation of 2 unconnected molecules or ions with the total composition C6H14N2, from OMol25.

ORCA input file:
```
! wB97M-V def2-TZVPD RIJCOSX def2/J DEFGRID3
* xyz 0 1
C 0.36993 0.14941 1.80531
C 2.14926 -0.32031 -0.83558
C -1.55707 -1.55098 0.21133
C -0.40703 2.11700 0.47382
N 1.15638 -1.16552 -0.20263
C -0.84944 -0.28841 -0.21098
C -0.38762 0.64169 0.78855
N -1.36682 0.24581 -1.37432
H 1.37516 -2.13112 -0.47069
H -0.91069 1.06000 -1.75598
H -1.67396 -0.41120 -2.07455
H 0.33770 -0.87804 2.11859
H 0.92750 0.81980 2.44631
H 1.96641 0.72220 -0.56021
H 3.17870 -0.55915 -0.53066
H 2.12869 -0.37344 -1.93944
H -1.64741 -2.23707 -0.63090
H -1.00353 -2.05091 0.99716
H -2.56479 -1.31100 0.56406
H 0.03608 2.68421 1.29103
H -1.42805 2.46985 0.31236
H 0.17057 2.36719 -0.42257
*
```

## Properties
Frontier orbital gap (spin up / spin down) (eV): 8.0 / 8.0
Molar mass (g mol⁻¹): 114.19

Atom charges from the Löwdin analysis, given in e for atoms 1 to 6: 0.0723, -0.2462, -0.0458, -0.0732, -0.1080, -0.3534



--- x ---
The following is a quantum chemistry calculation of C6H14N2 in the gas phase, from OMol25.

ORCA input file:
```
! wB97M-V def2-TZVPD RIJCOSX def2/J DEFGRID3
* xyz 0 1
C 2.02517 1.22382 -0.01278
C 0.78498 0.49964 -0.76237
C -0.24181 -0.17441 -0.06048
C -0.96850 0.49268 0.91525
N -2.07990 0.10171 1.67940
C -0.36346 -1.60530 -0.46579
C -1.24449 -1.82844 -1.66242
N 1.48532 1.96638 1.10805
H 2.89982 0.45684 0.16125
H 2.41111 1.78393 -0.78741
H 0.41951 1.31158 -1.42778
H 1.30282 -0.08568 -1.55349
H -0.63185 1.52126 1.21830
H -2.12995 -0.86549 1.98630
H -2.40180 0.73880 2.37489
H 0.65964 -1.95771 -0.66183
H -0.71078 -2.13106 0.48356
H -1.97068 -2.60098 -1.26593
H -0.64005 -1.94947 -2.66711
H -1.98235 -1.02540 -1.91674
H 1.40578 1.33367 1.82508
H 1.97147 2.79363 1.49205
*
```

## Properties
SMILES: CC/C(=C\N)CCN
Frontier orbital gap (eV): 8.3
Molar mass (g mol⁻¹): 114.19

Atom charges from the Löwdin analysis, given in e for atoms 1 to 6: -0.2458, -0.2044, -0.3197, -0.1423, 0.0375, -0.2655



Top of the stability list: x, leading by 79.9 kJ/mol.